This record from the Open Molecules 2025 dataset describes C3H6INOS in the gas phase in a non-equilibrium geometry. The level of theory is ωB97M-V/def2-TZVPD.

Computed properties:
HOMO energy (alpha / beta)	-6.194 / -9.443	eV
<S²>	2.014
max |F|	4.3	eV Å⁻¹
ΔE to the lowest compared entry with this formula, charge and spin	11.4	kcal per mole
frontier orbital gap (alpha / beta)	6.811 / 6.299	eV
2S+1	3

CARTESIAN COORDINATES (ANGSTROEM)
C 0.498 0.864 -0.595
C -0.896 1.056 0.204
C 1.190 -0.408 -0.138
N -1.171 0.047 1.116
O -0.304 -2.263 1.841
S -0.378 -1.268 0.793
I -1.425 -2.395 -1.073
H 0.340 0.677 -1.593
H 1.172 1.683 -0.418
H -0.720 1.917 0.727
H -1.799 1.391 -0.508
H 1.522 -0.928 -0.970
H 1.970 -0.373 0.613